No. 1
Here is C19H50GaN2O11P2 as an isolated structure in a non-equilibrium geometry from OMol25. Energies are from wB97M-V/def2-TZVPD.

Element x y z (Å)
C: 3.157 -1.574 1.772
C: 4.154 -0.457 1.950
O: 4.614 -0.286 3.054
N: 4.606 0.322 0.891
C: 6.071 0.303 0.771
C: 3.927 0.228 -0.411
C: 2.658 1.063 -0.523
C: 1.385 0.396 -0.026
C: 0.152 1.326 -0.166
Ga: -1.547 0.355 -0.712
P: -1.200 -1.901 0.011
P: -2.892 -3.123 -0.456
O: -2.743 -4.039 -1.603
O: -4.219 -2.212 -0.551
O: -3.209 -4.012 0.888
C: -3.126 1.204 0.255
C: -2.924 2.082 1.327
C: -4.042 2.631 1.954
C: -5.322 2.307 1.530
N: -5.545 1.487 0.497
C: -4.464 0.974 -0.096
H: 2.273 -1.355 2.356
H: 3.620 -2.444 2.227
H: 2.900 -1.820 0.753
H: 6.435 1.302 0.544
H: 6.537 -0.061 1.677
H: 6.349 -0.347 -0.053
H: 3.761 -0.797 -0.743
H: 4.624 0.653 -1.131
H: 2.512 1.218 -1.589
H: 2.799 2.034 -0.063
H: 1.228 -0.539 -0.561
H: 1.478 0.203 1.040
H: 0.020 1.824 0.793
H: 0.380 2.106 -0.890
H: -1.760 0.487 -2.296
H: -0.331 -2.458 -0.945
H: -4.968 -2.808 -0.679
H: -3.972 -3.609 1.323
H: -1.932 2.339 1.653
H: -3.920 3.320 2.780
H: -6.176 2.729 2.034
H: -4.659 0.321 -0.935
C: 1.324 -1.674 -3.445
O: 1.799 -0.328 -3.336
H: 0.850 -1.921 -2.499
H: 0.592 -1.776 -4.243
H: 2.160 -2.363 -3.617
H: 2.219 -0.084 -4.163
C: -1.684 -2.765 -6.412
O: -1.041 -2.820 -5.147
H: -1.085 -2.124 -7.055
H: -1.753 -3.758 -6.869
H: -2.688 -2.340 -6.327
H: -1.570 -3.378 -4.569
C: 7.709 -2.902 -1.269
O: 8.111 -1.549 -1.076
H: 7.187 -3.215 -0.368
H: 7.031 -2.996 -2.121
H: 8.573 -3.555 -1.422
H: 8.574 -1.261 -1.866
C: -6.529 6.000 0.661
O: -7.173 5.053 1.502
H: -5.464 5.785 0.694
H: -6.872 5.911 -0.373
H: -6.696 7.024 1.011
H: -8.118 5.222 1.480
C: -5.390 -7.344 1.561
O: -5.054 -6.007 1.889
H: -6.010 -7.735 2.365
H: -5.955 -7.398 0.625
H: -4.496 -7.968 1.472
H: -4.500 -5.657 1.179
C: 3.656 3.957 2.167
O: 3.332 4.159 0.796
H: 3.415 2.924 2.408
H: 4.722 4.121 2.353
H: 3.072 4.620 2.814
H: 3.543 5.067 0.568
C: -0.384 3.745 4.138
O: -0.687 3.975 2.769
H: -0.518 2.683 4.324
H: 0.651 4.015 4.369
H: -1.056 4.307 4.795
H: -0.572 4.911 2.591

HOMO energy: -4.8 eV
largest force on an atom: 1.262 eV Å⁻¹
2S+1: 1
Kohn-Sham gap: 7.052 eV
energy: -4298.5838 Eh
total charge: -1

***

No. 2
Here is a 5-piece molecular cluster, C19H50N2O6 overall in a non-equilibrium geometry from OMol25. Energies are from wB97M-V/def2-TZVPD.

Element x y z (Å)
C: -11.906 9.459 -18.792
O: -11.253 8.737 -17.806
C: -11.191 7.340 -18.029
C: -9.884 6.757 -17.279
C: -8.519 7.389 -17.592
N: -9.727 5.295 -17.537
H: -11.129 9.638 -19.536
H: -12.313 10.398 -18.419
H: -12.707 8.976 -19.352
H: -12.131 6.938 -17.652
H: -11.188 7.138 -19.100
H: -10.080 6.865 -16.212
H: -7.903 6.780 -18.252
H: -7.972 7.468 -16.652
H: -8.670 8.456 -17.756
H: -10.596 4.923 -17.181
H: -9.730 5.176 -18.540
C: -23.895 2.411 -11.273
O: -23.885 3.876 -11.550
C: -24.335 4.143 -12.888
C: -25.929 4.096 -12.855
N: -26.517 2.736 -12.468
C: -27.952 2.723 -12.714
C: -28.862 3.323 -11.578
O: -28.096 3.410 -10.359
C: -28.516 4.489 -9.507
H: -24.817 2.331 -10.697
H: -23.006 2.200 -10.678
H: -23.903 1.751 -12.140
H: -23.822 3.452 -13.557
H: -23.863 5.103 -13.094
H: -26.259 4.427 -13.840
H: -26.331 4.809 -12.135
H: -26.460 2.798 -11.462
H: -28.341 1.710 -12.814
H: -28.108 3.148 -13.706
H: -29.759 2.704 -11.569
H: -29.259 4.277 -11.924
H: -29.602 4.423 -9.451
H: -28.408 5.477 -9.954
H: -28.098 4.372 -8.507
C: -18.996 5.136 -16.075
C: -18.266 5.720 -17.325
C: -18.734 7.112 -17.820
O: -16.891 5.887 -16.949
H: -19.029 5.802 -15.213
H: -18.686 4.128 -15.800
H: -20.019 4.969 -16.413
H: -18.185 5.048 -18.180
H: -19.811 7.051 -17.976
H: -18.122 7.573 -18.595
H: -18.614 7.925 -17.104
H: -16.896 6.583 -16.288
C: -13.227 9.010 -13.140
C: -14.595 9.706 -13.481
C: -14.483 11.204 -13.881
O: -15.036 9.093 -14.540
H: -13.189 8.735 -12.086
H: -12.420 9.694 -13.403
H: -13.044 8.121 -13.744
H: -15.216 9.508 -12.608
H: -14.046 11.782 -13.067
H: -15.483 11.638 -13.885
H: -14.042 11.318 -14.871
H: -14.246 8.732 -14.950
C: -13.859 1.799 -10.576
C: -14.710 2.139 -11.841
C: -14.331 3.584 -12.337
O: -14.379 1.239 -12.885
H: -14.176 2.589 -9.896
H: -12.832 1.914 -10.922
H: -14.267 0.857 -10.208
H: -15.723 2.009 -11.460
H: -14.323 4.233 -11.461
H: -15.165 3.834 -12.992
H: -13.339 3.775 -12.746
H: -15.095 1.236 -13.525

HOMO energy: -8.9 eV
largest force on an atom: 6.128 eV Å⁻¹
SMILES string: COC[C@H](C)N.COCCNCCOC.CC(C)O.CC(C)O.CC(C)O
ΔE to the lowest compared entry with this formula, charge and spin: 44.0 kJ/mol
2S+1: 1
Kohn-Sham gap: 9.393 eV
energy: -1314.6311 Eh

***

No. 3
Here is C19H50O7Zn as an isolated structure in a non-equilibrium geometry from OMol25. Energies are from wB97M-V/def2-TZVPD.

Element x y z (Å)
Zn: 5.081 -1.577 3.281
C: 2.340 1.707 7.344
C: 3.200 0.511 7.561
O: 3.929 -0.035 6.457
H: 2.859 2.655 7.482
H: 1.523 1.567 8.052
H: 1.936 1.801 6.335
H: 2.523 -0.288 7.863
H: 3.784 0.608 8.476
C: -0.004 -2.181 2.627
C: 0.834 -2.073 1.405
O: 2.219 -2.344 1.536
H: -0.014 -3.193 3.033
H: -1.009 -1.823 2.403
H: 0.492 -1.572 3.382
H: 0.603 -1.077 1.027
H: 0.414 -2.765 0.675
C: -6.369 1.582 4.277
C: -6.262 1.014 5.712
C: -4.844 0.433 6.113
O: -6.484 2.146 6.561
H: -7.421 1.687 4.010
H: -5.998 0.811 3.602
H: -5.887 2.543 4.098
H: -6.983 0.197 5.667
H: -4.796 -0.129 7.045
H: -4.164 1.274 6.248
H: -4.411 -0.205 5.343
H: -6.330 1.809 7.447
C: -3.769 4.726 -0.268
C: -2.266 4.993 -0.148
C: -1.451 3.897 0.498
O: -1.675 5.251 -1.396
H: -4.167 5.497 -0.928
H: -4.250 4.971 0.679
H: -4.064 3.716 -0.556
H: -2.015 5.942 0.327
H: -1.608 2.862 0.195
H: -1.658 3.731 1.555
H: -0.372 4.051 0.476
H: -1.143 4.496 -1.657
C: 3.284 -4.905 -5.179
C: 2.578 -4.745 -3.740
C: 1.391 -5.736 -3.636
O: 3.507 -5.050 -2.732
H: 2.609 -4.868 -6.034
H: 3.808 -5.853 -5.298
H: 4.092 -4.216 -5.425
H: 2.221 -3.725 -3.603
H: 1.746 -6.767 -3.629
H: 0.759 -5.692 -4.523
H: 0.854 -5.588 -2.700
H: 3.234 -4.475 -2.013
C: 5.364 1.509 -2.718
C: 6.707 0.810 -3.204
C: 7.050 1.302 -4.578
O: 7.752 1.086 -2.292
H: 5.435 2.347 -2.024
H: 4.773 0.819 -2.115
H: 4.766 1.746 -3.598
H: 6.455 -0.250 -3.226
H: 6.131 1.275 -5.164
H: 7.875 0.702 -4.963
H: 7.465 2.303 -4.466
H: 7.406 0.841 -1.431
C: -4.493 -1.479 -4.965
C: -3.490 -0.636 -4.185
C: -2.009 -0.942 -4.771
O: -3.752 0.746 -4.391
H: -4.578 -1.310 -6.038
H: -5.518 -1.286 -4.647
H: -4.362 -2.550 -4.807
H: -3.511 -0.932 -3.136
H: -1.252 -0.684 -4.031
H: -1.716 -0.366 -5.649
H: -1.774 -1.990 -4.958
H: -3.130 1.344 -3.971

HOMO energy: -7.8 eV
largest force on an atom: 3.287 eV Å⁻¹
2S+1: 1
Kohn-Sham gap: 2.704 eV
energy: -3059.4672 Eh

***

No. 4
Here is a 7-piece molecular cluster, C19H52N2O7 overall in a non-equilibrium geometry from OMol25. Energies are from wB97M-V/def2-TZVPD.

Element x y z (Å)
N: 2.094 0.209 3.133
C: 2.170 1.166 4.021
N: 3.099 1.023 4.976
O: 1.321 2.219 4.116
H: 1.480 0.226 2.358
H: 2.726 -0.590 2.938
H: 3.253 1.859 5.599
H: 3.860 0.358 5.022
C: -0.119 -2.740 -1.760
C: -0.079 -3.363 -0.329
C: 0.203 -4.795 -0.285
O: 0.721 -2.868 0.518
H: -0.907 -3.250 -2.359
H: 0.788 -2.983 -2.268
H: -0.222 -1.655 -1.818
H: -1.053 -3.154 0.034
H: -0.114 -5.234 0.598
H: 1.184 -5.140 -0.630
H: -0.443 -5.262 -1.014
H: 0.532 -2.983 1.476
C: -3.705 1.503 0.393
C: -3.544 -0.042 0.590
C: -3.008 -0.618 -0.720
O: -2.666 -0.428 1.435
H: -4.659 1.641 0.013
H: -3.000 1.952 -0.332
H: -3.685 2.020 1.331
H: -4.529 -0.497 0.627
H: -1.981 -0.344 -1.024
H: -3.559 -0.336 -1.594
H: -2.991 -1.709 -0.658
H: -2.852 -0.342 2.387
C: 2.893 -0.087 -3.516
C: 4.267 0.195 -3.163
C: 4.285 0.903 -1.726
O: 4.865 -0.889 -2.978
H: 2.373 0.930 -3.568
H: 2.553 -0.865 -2.821
H: 2.698 -0.467 -4.491
H: 4.766 0.889 -3.975
H: 3.800 0.271 -0.982
H: 3.768 1.903 -1.573
H: 5.279 0.943 -1.328
H: 4.943 -1.385 -3.816
C: -2.860 2.791 3.911
C: -2.101 2.944 5.295
C: -3.053 2.970 6.461
O: -1.176 2.082 5.336
H: -3.892 3.206 3.797
H: -2.965 1.763 3.616
H: -2.181 3.212 3.167
H: -1.610 3.913 5.341
H: -3.844 3.729 6.413
H: -2.427 3.061 7.388
H: -3.695 2.127 6.425
H: -0.453 2.516 4.976
C: 0.461 2.564 1.352
C: 0.108 1.235 0.670
C: 1.124 0.990 -0.383
O: 0.033 0.255 1.444
H: -0.197 2.702 2.205
H: 0.133 3.367 0.618
H: 1.464 2.645 1.648
H: -0.862 1.512 0.191
H: 1.029 0.068 -0.985
H: 2.002 0.758 0.153
H: 1.322 1.834 -1.152
H: -0.855 -0.051 1.320
C: 0.705 -2.618 -5.479
C: -0.598 -1.887 -5.315
C: -0.344 -0.474 -4.509
O: -1.222 -1.658 -6.367
H: 1.055 -2.936 -4.471
H: 1.481 -1.983 -5.918
H: 0.512 -3.533 -6.110
H: -1.190 -2.589 -4.679
H: 0.094 -0.634 -3.524
H: -1.248 0.147 -4.246
H: 0.296 0.197 -5.041
H: -1.856 -2.395 -6.351

HOMO energy: -9.2 eV
largest force on an atom: 10.226 eV Å⁻¹
SMILES string: NC(N)=O.CC(C)O.CC(C)O.CC(C)O.CC(C)O.CC(C)O.CC(C)O
ΔE to the lowest compared entry with this formula, charge and spin: 779.8 kJ/mol
2S+1: 1
Kohn-Sham gap: 9.586 eV
energy: -1391.0380 Eh

***

No. 5
Here is a 10-piece molecular cluster, C19H52O10 overall in a non-equilibrium geometry from OMol25. Energies are from wB97M-V/def2-TZVPD.

Element x y z (Å)
C: -0.497 -0.225 -4.239
C: 0.441 0.953 -4.150
C: 1.710 0.302 -4.639
O: 1.565 -1.132 -4.536
C: 0.376 -1.364 -3.827
H: -0.783 -0.211 -5.291
H: -1.341 -0.186 -3.551
H: 0.489 1.339 -3.131
H: 0.159 1.750 -4.837
H: 2.482 0.703 -3.983
H: 1.919 0.687 -5.637
H: 0.447 -1.501 -2.748
H: -0.079 -2.297 -4.161
C: -0.929 0.188 4.124
C: -1.683 -0.873 4.849
C: -0.442 -1.554 5.562
O: 0.711 -1.275 4.783
C: 0.253 -0.541 3.671
H: -0.608 0.994 4.785
H: -1.481 0.743 3.366
H: -2.255 -1.548 4.212
H: -2.307 -0.487 5.655
H: -0.743 -2.601 5.605
H: -0.428 -1.251 6.608
H: -0.033 -1.147 2.811
H: 0.987 0.112 3.200
C: 0.656 4.486 1.375
C: -0.223 5.476 2.098
C: 0.729 6.705 2.248
O: 2.006 6.096 2.218
C: 2.012 4.716 1.950
H: 0.578 4.534 0.289
H: 0.393 3.441 1.544
H: -0.430 4.899 2.999
H: -1.062 5.743 1.456
H: 0.475 7.255 3.154
H: 0.563 7.279 1.337
H: 2.082 4.170 2.891
H: 2.789 4.319 1.297
C: 4.087 0.087 -1.382
O: 4.871 0.177 -2.527
H: 3.427 -0.780 -1.389
H: 4.723 0.089 -0.497
H: 3.390 0.924 -1.354
H: 5.365 -0.645 -2.574
C: -2.483 -4.205 -2.645
O: -2.706 -2.787 -2.527
H: -2.647 -4.339 -3.714
H: -1.473 -4.589 -2.500
H: -3.194 -4.928 -2.245
H: -2.709 -2.431 -1.635
C: -2.052 3.023 -3.269
O: -2.701 2.528 -2.129
H: -2.159 2.339 -4.111
H: -2.435 4.024 -3.467
H: -1.002 3.026 -2.976
H: -2.201 1.771 -1.816
C: 0.207 0.303 -0.471
O: -1.055 0.441 -1.025
H: 0.440 -0.646 0.012
H: 0.942 0.317 -1.276
H: 0.270 1.050 0.320
H: -1.574 -0.157 -0.482
C: -0.204 -4.246 0.566
O: -1.152 -4.149 1.548
H: -0.124 -3.293 0.043
H: 0.734 -4.655 0.942
H: -0.556 -4.961 -0.177
H: -1.353 -5.033 1.863
C: 2.803 -2.454 1.624
O: 2.414 -2.452 0.262
H: 3.833 -2.558 1.965
H: 2.458 -1.575 2.168
H: 2.149 -3.270 1.929
H: 3.072 -2.853 -0.310
C: -3.660 -1.896 0.760
O: -2.458 -1.828 -0.006
H: -3.473 -1.379 1.701
H: -4.397 -1.379 0.146
H: -4.045 -2.915 0.802
H: -1.870 -2.397 0.496

HOMO energy (alpha / beta): -11.0 / -11.0 eV
largest force on an atom: 3.694 eV Å⁻¹
2S+1: 2
Kohn-Sham gap (alpha / beta): 7.950 / 1.628 eV
energy: -1506.9092 Eh
total charge: +1

***

No. 6
Here is a 7-piece molecular cluster, C19H54BN2O7S6 overall from OMol25. Energies are from wB97M-V/def2-TZVPD.

Element x y z (Å)
C: 0.961 1.051 -1.169
N: 0.335 2.353 -1.513
C: 1.325 3.438 -1.461
B: -0.702 2.464 -0.525
O: -0.505 3.134 0.664
C: -2.182 1.863 -0.820
C: -2.398 1.157 -2.171
C: -3.650 0.263 -2.208
C: -4.661 0.757 -1.181
C: -4.109 0.449 0.202
N: -2.693 1.015 0.358
H: 2.048 1.122 -1.195
H: 0.663 0.259 -1.864
H: 0.691 0.730 -0.152
H: 0.832 4.411 -1.487
H: 1.943 3.383 -0.557
H: 1.985 3.370 -2.323
H: -0.816 2.764 1.490
H: -2.832 2.746 -0.794
H: -1.503 0.630 -2.495
H: -2.528 1.976 -2.882
H: -4.061 0.248 -3.216
H: -3.395 -0.766 -1.950
H: -4.846 1.825 -1.316
H: -5.624 0.251 -1.271
H: -4.708 0.847 1.022
H: -4.023 -0.630 0.336
H: -2.679 1.612 1.180
H: -2.036 0.242 0.560
C: 0.368 -3.441 0.986
S: 0.211 -1.750 0.478
O: -0.564 -0.978 1.525
C: -0.991 -2.062 -0.808
H: 1.065 -3.478 1.820
H: -0.605 -3.829 1.285
H: 0.782 -4.007 0.151
H: -1.864 -2.545 -0.366
H: -0.542 -2.696 -1.571
H: -1.254 -1.104 -1.246
C: -1.349 -6.504 3.583
S: 0.178 -7.034 2.798
O: 0.120 -6.539 1.396
C: -0.228 -8.781 2.751
H: -1.314 -5.418 3.657
H: -2.191 -6.814 2.965
H: -1.417 -6.936 4.581
H: -1.152 -8.915 2.188
H: -0.329 -9.158 3.769
H: 0.593 -9.288 2.250
C: 3.569 1.888 3.991
S: 2.866 0.856 2.699
O: 3.459 1.335 1.418
C: 1.216 1.556 2.803
H: 4.627 1.644 4.062
H: 3.442 2.933 3.712
H: 3.078 1.669 4.938
H: 1.294 2.631 2.641
H: 0.798 1.324 3.784
H: 0.613 1.058 2.047
C: 5.546 5.039 -0.392
S: 5.578 3.992 -1.850
O: 4.215 4.067 -2.444
C: 5.657 2.429 -0.968
H: 5.442 6.066 -0.735
H: 4.693 4.755 0.224
H: 6.481 4.926 0.158
H: 4.798 2.334 -0.302
H: 6.592 2.378 -0.409
H: 5.639 1.642 -1.719
C: 3.712 -5.130 -3.067
S: 3.805 -5.302 -1.284
O: 2.653 -4.537 -0.727
C: 5.249 -4.264 -1.050
H: 2.830 -5.675 -3.395
H: 3.620 -4.074 -3.318
H: 4.603 -5.565 -3.520
H: 5.040 -3.271 -1.448
H: 6.105 -4.716 -1.550
H: 5.434 -4.209 0.020
C: -6.467 6.091 -2.016
S: -5.716 4.542 -1.524
O: -6.532 3.449 -2.115
C: -6.170 4.631 0.214
H: -6.327 6.187 -3.090
H: -7.529 6.057 -1.777
H: -5.971 6.914 -1.502
H: -7.253 4.723 0.295
H: -5.670 5.479 0.682
H: -5.845 3.703 0.682

HOMO energy: -10.3 eV
largest force on an atom: 0.708 eV Å⁻¹
2S+1: 1
Kohn-Sham gap: 7.899 eV
energy: -3806.1625 Eh
total charge: +1